{"formula": "C2H2BrO3", "method": "the ωB97M-V functional and the def2-TZVPD basis", "charge": -1, "largest_force_ev_per_a": 1.9, "homo_lumo_gap_ev": 7.348, "symbols": ["C", "C", "O", "O", "O", "Br", "H", "H"], "positions_angstrom": [[0.12659, -1.17122, -0.01700], [-0.03019, 0.20080, 0.54833], [0.04114, -1.16471, -1.36037], [0.18030, -2.18744, 0.63953], [-0.38414, 1.12788, -0.17256], [3.14980, 0.05938, 0.00490], [0.13812, 0.30344, 1.62591], [-0.02280, -0.21717, -1.60326]]}

---

{"formula": "C33H88BrO10P", "method": "the ωB97M-V functional and the def2-TZVPD basis", "charge": 0, "largest_force_ev_per_a": 2.3, "smiles": "C[C@H](Br)CP.CC(C)O.CC(C)O.CC(C)O.CC(C)O.CC(C)O.CC(C)O.CC(C)O.CC(C)O.CC(C)O.CC(C)O", "homo_lumo_gap_ev": 8.620, "symbols": ["C", "C", "Br", "C", "P", "H", "H", "H", "H", "H", "H", "H", "H", "C", "C", "C", "O", "H", "H", "H", "H", "H", "H", "H", "H", "C", "C", "C", "O", "H", "H", "H", "H", "H", "H", "H", "H", "C", "C", "C", "O", "H", "H", "H", "H", "H", "H", "H", "H", "C", "C", "C", "O", "H", "H", "H", "H", "H", "H", "H", "H", "C", "C", "C", "O", "H", "H", "H", "H", "H", "H", "H", "H", "C", "C", "C", "O", "H", "H", "H", "H", "H", "H", "H", "H", "C", "C", "C", "O", "H", "H", "H", "H", "H", "H", "H", "H", "C", "C", "C", "O", "H", "H", "H", "H", "H", "H", "H", "H", "C", "C", "C", "O", "H", "H", "H", "H", "H", "H", "H", "H", "C", "C", "C", "O", "H", "H", "H", "H", "H", "H", "H", "H"], "positions_angstrom": [[-1.08056, 3.46012, 2.46645], [-2.43691, 3.30674, 3.23533], [-3.04285, 1.42270, 3.33667], [-3.47504, 4.25474, 2.52492], [-5.26157, 3.72306, 2.41367], [-0.21075, 3.46978, 3.12392], [-0.97562, 2.66844, 1.72008], [-1.10593, 4.43926, 1.98100], [-2.25970, 3.62961, 4.26203], [-3.45649, 5.23417, 3.00748], [-3.13224, 4.36730, 1.49102], [-5.36068, 2.85705, 1.29750], [-5.66661, 3.05546, 3.59471], [1.40504, -0.02372, 1.98414], [1.69472, 0.29453, 3.44158], [1.12485, -0.77183, 4.36323], [1.13285, 1.56705, 3.76014], [0.32626, -0.06020, 1.80356], [1.81159, 0.75569, 1.33585], [1.83841, -0.98122, 1.69128], [2.77222, 0.37340, 3.59692], [0.03754, -0.83482, 4.25716], [1.33075, -0.52408, 5.40633], [1.55289, -1.75249, 4.14462], [0.19125, 1.51051, 3.60958], [3.08612, -5.55198, 4.75927], [2.08069, -5.20109, 3.67401], [1.93842, -6.33298, 2.66817], [2.48880, -4.00849, 3.00263], [4.07223, -5.72346, 4.33273], [3.18323, -4.72889, 5.47003], [2.78514, -6.44919, 5.30296], [1.10958, -4.98874, 4.12570], [2.89150, -6.52965, 2.16926], [1.21970, -6.06599, 1.89130], [1.60412, -7.25251, 3.15181], [3.34406, -4.17633, 2.59863], [1.75062, -3.33567, -0.14102], [1.61940, -4.08217, -1.45816], [0.26663, -3.81313, -2.09954], [1.78343, -5.48528, -1.24201], [0.98629, -3.65862, 0.56989], [2.71757, -3.53541, 0.32103], [1.65175, -2.25889, -0.29081], [2.41773, -3.77462, -2.13634], [-0.54300, -4.15880, -1.45011], [0.17410, -4.35462, -3.04200], [0.12249, -2.74944, -2.29537], [1.08700, -5.77137, -0.64568], [2.29911, 3.56756, -0.67462], [1.23724, 4.61482, -0.97332], [1.78402, 5.71285, -1.87087], [0.76292, 5.17945, 0.24857], [3.14805, 4.01780, -0.15239], [1.89669, 2.78932, -0.02358], [2.66401, 3.10096, -1.59228], [0.37923, 4.14004, -1.45344], [2.61695, 6.22931, -1.38599], [1.01692, 6.46241, -2.07317], [2.13414, 5.30647, -2.82231], [1.50648, 5.60253, 0.68686], [-7.46306, 1.22444, -1.33899], [-6.23240, 1.68539, -2.10426], [-5.61353, 0.54733, -2.90121], [-5.26839, 2.21375, -1.19390], [-7.20023, 0.44012, -0.62335], [-7.89002, 2.05002, -0.76729], [-8.22715, 0.83607, -2.01445], [-6.50644, 2.49855, -2.77977], [-5.29076, -0.26069, -2.23797], [-4.72841, 0.89275, -3.43829], [-6.32225, 0.14007, -3.62399], [-5.01422, 1.50878, -0.59126], [-4.64631, 6.12026, -5.26240], [-5.29689, 4.91640, -5.92634], [-6.81394, 5.02236, -5.89795], [-4.88383, 3.71971, -5.26829], [-4.94215, 6.18819, -4.21176], [-3.55954, 6.02817, -5.28406], [-4.92775, 7.04871, -5.76258], [-4.95464, 4.83871, -6.95949], [-7.17912, 5.05535, -4.86735], [-7.26727, 4.15012, -6.37134], [-7.15847, 5.91887, -6.41641], [-5.17724, 3.77027, -4.35399], [-4.29176, -3.56295, 1.24664], [-3.13297, -3.33800, 2.20614], [-3.60860, -2.73151, 3.51724], [-2.16411, -2.48170, 1.60134], [-4.77903, -2.61447, 1.00170], [-3.93476, -3.99172, 0.30900], [-5.03735, -4.23477, 1.67588], [-2.63165, -4.28734, 2.40229], [-4.07308, -1.75657, 3.34467], [-2.76585, -2.56911, 4.19092], [-4.33363, -3.37789, 4.01540], [-2.58745, -1.63727, 1.42234], [-2.34600, 0.85720, -4.82011], [-1.62186, -0.11133, -3.89718], [-0.35237, 0.50763, -3.33099], [-1.30253, -1.31017, -4.60555], [-1.71405, 1.12314, -5.67238], [-3.25045, 0.39882, -5.22254], [-2.62414, 1.77362, -4.29608], [-2.28376, -0.40018, -3.07872], [0.34438, 0.76246, -4.13489], [0.15931, -0.19894, -2.67504], [-0.57271, 1.41353, -2.76277], [-0.71935, -1.07759, -5.33251], [6.76020, 4.51448, -1.96436], [5.70680, 5.56750, -2.27163], [6.25977, 6.66245, -3.17060], [5.23241, 6.14143, -1.05255], [7.60937, 4.95991, -1.43839], [6.34967, 3.74141, -1.31304], [7.12668, 4.04254, -2.87760], [4.84826, 5.09703, -2.75405], [7.09288, 7.17744, -2.68393], [5.49445, 7.41280, -3.37444], [6.61077, 6.25555, -4.12047], [5.97891, 6.56052, -0.61648], [8.09201, -7.62798, 4.35357], [6.69605, -8.18509, 4.58605], [6.50657, -9.51831, 3.87930], [5.71891, -7.25069, 4.12539], [8.26451, -7.45140, 3.28808], [8.21100, -6.66958, 4.86090], [8.85805, -8.31369, 4.71957], [6.52641, -8.31116, 5.65638], [6.62756, -9.40292, 2.79848], [5.49982, -9.90227, 4.05000], [7.22654, -10.25896, 4.23150], [5.85351, -7.12705, 3.18117]]}